1.
# C49H83BrClIN4O16P4S

A 4-piece molecular cluster, C49H83BrClIN4O16P4S overall in a non-equilibrium geometry (ωB97M-V/def2-TZVPD, the Open Molecules 2025 dataset).

structure (SMILES): [H]/N=C(/C)Cc1c(CCCO)c(CN)c(CCCBr)c2c1N([PH2]=N)c1c(C#C)c(Cl)c(CC(=O)OC(C)=O)c([C@@H](I)CC)c1S2.CCOP(=O)(OCC)OCC.CCOP(=O)(OCC)OCC.CCOP(=O)(OCC)OCC
HOMO level: -7.92 eV
total charge: 0
gap between HOMO and LUMO: 6.51 eV
E: -229529.2059 eV

```
160
Properties=species:S:1:pos:R:3:mulliken_charge:R:1
C 5.2138 1.2083 0.5961 0.126
C 5.3460 0.1411 0.0297 -1.428
C 5.6867 -1.1663 -0.6077 0.394
C 6.9517 -1.3560 -1.3185 0.786
Cl 8.0114 0.0892 -1.3569 -0.259
C 7.3066 -2.6017 -1.9661 -0.491
C 8.6593 -2.6786 -2.7123 -0.656
C 9.9099 -2.3644 -1.8333 0.334
O 9.9829 -2.5039 -0.6499 -0.454
O 11.0358 -1.8360 -2.5507 -0.327
C 11.2050 -0.4507 -2.3305 0.671
C 10.6386 0.6535 -3.2685 -0.826
O 11.8623 -0.0922 -1.3865 -0.478
C 6.3323 -3.7010 -1.8998 0.612
C 6.6238 -5.0650 -2.6001 -2.119
I 6.7170 -6.7088 -1.1400 0.103
C 5.5981 -5.3537 -3.7825 1.295
C 5.4342 -6.8748 -4.1412 -1.474
C 5.0646 -3.5003 -1.1988 1.956
C 4.7157 -2.2365 -0.5338 -1.449
N 3.4546 -2.0440 0.1812 1.059
P 3.5408 -2.8972 1.7285 0.940
N 3.9531 -1.9020 2.8882 -0.942
C 2.3084 -2.4533 -0.6364 -0.955
C 1.1964 -1.5252 -0.7800 -0.068
C 1.2181 -0.1431 -0.0829 -0.887
C 1.3334 -0.1993 1.4727 0.665
C 2.1261 0.9650 2.1632 -1.207
N 0.8099 -1.0831 2.2356 -0.688
C 0.0384 -1.8930 -1.6153 0.289
C -1.1697 -0.9223 -1.7584 -1.650
C -1.1075 0.0334 -3.0170 -0.818
C 0.2242 -0.0516 -3.8379 0.058
O 1.3274 0.5815 -3.1771 -0.521
C 0.0443 -3.1875 -2.3059 1.561
C -1.1853 -3.5262 -3.2145 -1.826
N -2.2173 -4.3316 -2.5091 -0.512
C 1.1619 -4.1340 -2.1841 -0.120
C 1.1722 -5.4980 -2.9640 -1.564
C 2.0932 -5.2534 -4.2463 0.002
C 1.2832 -4.6453 -5.4566 -0.473
Br 2.4888 -4.5069 -7.0256 -0.210
C 2.2697 -3.7400 -1.3434 1.652
S 3.7605 -4.7799 -1.0990 -0.213
H 5.3788 2.1638 1.1199 0.454
H 8.6337 -1.8898 -3.5167 0.271
H 8.8552 -3.6407 -3.2384 0.182
H 11.3946 1.0739 -3.9741 0.325
H 9.7636 0.3268 -3.8858 0.235
H 10.2739 1.5123 -2.6462 0.289
H 7.6313 -5.0812 -3.0816 0.622
H 4.6171 -4.8585 -3.6366 -0.680
H 6.0569 -4.8696 -4.6927 0.334
H 5.1026 -6.9101 -5.2183 0.370
H 6.4231 -7.3855 -4.0715 0.452
H 4.6250 -7.3926 -3.5682 0.264
H 2.2696 -3.4483 2.0780 0.027
H 4.5714 -3.8915 1.6907 0.010
H 4.0814 -0.9674 2.4957 0.170
H 2.1387 0.3890 -0.4567 0.215
H 0.3648 0.5245 -0.3510 0.485
H 2.8014 0.5771 2.9581 0.385
H 2.6491 1.5890 1.3948 0.170
H 1.3368 1.5997 2.6554 0.298
H 0.3027 -1.7465 1.6313 0.317
H -1.3296 -0.3483 -0.8079 0.535
H -2.0865 -1.5651 -1.8571 0.429
H -1.9243 -0.2276 -3.7460 0.425
H -1.2836 1.1114 -2.7557 0.339
H 0.0383 0.5253 -4.7905 0.412
H 0.4750 -1.0983 -4.1631 -0.254
H 2.1576 0.1995 -3.5033 0.313
H -1.7020 -2.6068 -3.5977 0.180
H -0.8658 -4.1316 -4.0949 0.211
H -1.8418 -5.2597 -2.3029 0.316
H -2.4804 -3.8561 -1.6436 0.289
H 1.5402 -6.3390 -2.3305 0.442
H 0.1424 -5.7046 -3.3370 0.391
H 2.8048 -4.4415 -3.9395 0.027
H 2.6535 -6.1640 -4.5630 0.479
H 1.0547 -3.5850 -5.1733 -0.086
H 0.3717 -5.2333 -5.7025 0.480
O -1.3310 3.4896 2.4966 -0.643
P -2.3519 4.0829 3.4471 1.059
O -3.6218 3.1728 2.9140 -0.334
C -3.6845 1.8058 3.3054 -0.216
C -4.1601 1.6587 4.7403 -1.014
O -2.6835 5.4452 2.5736 -0.296
C -1.6755 6.0605 1.7752 -0.427
C -1.8577 5.6831 0.3188 -1.299
O -3.4104 4.6850 4.6236 -0.255
C -2.8019 5.2816 5.7830 -0.384
C -2.1306 6.6035 5.4575 -0.858
H -2.7103 1.3265 3.1668 0.199
H -4.3925 1.3137 2.6351 0.328
H -3.4200 2.0606 5.4385 0.213
H -4.3257 0.6083 4.9880 0.421
H -5.0868 2.2116 4.8989 0.232
H -0.6759 5.8050 2.1326 0.446
H -1.7872 7.1428 1.8864 0.428
H -1.8577 4.6003 0.1839 0.290
H -1.0638 6.1120 -0.2965 0.422
H -2.8200 6.0459 -0.0494 0.240
H -2.0862 4.5800 6.2201 0.327
H -3.5966 5.4430 6.5131 0.365
H -1.2542 6.4509 4.8201 0.253
H -1.7988 7.1027 6.3694 0.432
H -2.8119 7.2626 4.9172 0.072
O -6.6856 10.6242 1.4575 -0.751
P -5.7426 10.6838 0.2826 1.074
O -6.7126 10.0366 -0.8767 -0.348
C -7.7704 10.8353 -1.3950 -0.347
C -7.2547 11.8698 -2.3802 -0.938
O -4.8539 9.3386 0.6385 -0.316
C -4.6979 8.9017 1.9868 -0.191
C -5.6362 7.7485 2.2773 -1.142
O -4.5852 11.0225 -0.9004 -0.279
C -3.6187 12.0356 -0.5712 -0.350
C -2.6475 11.5707 0.4986 -1.008
H -8.3191 11.3141 -0.5783 0.282
H -8.4607 10.1599 -1.9044 0.329
H -6.6351 12.6152 -1.8727 0.213
H -8.0832 12.3897 -2.8654 0.405
H -6.6337 11.4003 -3.1440 0.241
H -4.8464 9.7244 2.6893 0.444
H -3.6634 8.5659 2.1024 0.180
H -6.6744 8.0142 2.0711 0.394
H -5.5568 7.4360 3.3208 0.312
H -5.3979 6.8955 1.6388 0.220
H -4.1377 12.9449 -0.2554 0.318
H -3.0732 12.2660 -1.4877 0.352
H -3.1541 11.4489 1.4608 0.260
H -1.8443 12.2974 0.6326 0.437
H -2.2148 10.6042 0.2369 0.222
O -2.5661 -6.6650 0.7364 -0.708
P -2.9416 -7.5066 1.9300 1.140
O -4.2671 -8.2648 1.3199 -0.373
C -4.0722 -9.3034 0.3663 -0.289
C -3.6208 -10.5918 1.0317 -0.954
O -3.7248 -6.3344 2.7903 -0.383
C -3.3706 -4.9614 2.6415 -0.284
C -4.3611 -4.2593 1.7338 -1.211
O -3.0477 -8.4680 3.3129 -0.292
C -1.8475 -8.5856 4.0990 -0.328
C -1.5027 -7.2901 4.8103 -0.961
H -3.3553 -8.9872 -0.3977 0.225
H -5.0314 -9.4662 -0.1292 0.343
H -2.6178 -10.4806 1.4544 0.213
H -3.5974 -11.4123 0.3118 0.408
H -4.2887 -10.8577 1.8519 0.242
H -2.3477 -4.8533 2.2754 0.359
H -3.4030 -4.5076 3.6355 0.352
H -4.4329 -4.7528 0.7628 0.269
H -4.0732 -3.2172 1.5761 0.363
H -5.3609 -4.2830 2.1725 0.316
H -1.0225 -8.9075 3.4576 0.308
H -2.0233 -9.3728 4.8338 0.345
H -1.2051 -6.5177 4.0946 0.216
H -0.6745 -7.4399 5.5047 0.422
H -2.3639 -6.9070 5.3591 0.242
```


2.
# C5H14N2

A 2-piece molecular cluster, C5H14N2 overall in a non-equilibrium geometry (ωB97M-V/def2-TZVPD, the Open Molecules 2025 dataset).

energy relative to the best compared isomer or geometry (same formula, charge and spin): 477.39 kJ/mol
HOMO level: -7.31 eV
total charge: 0
gap between HOMO and LUMO: 8.32 eV
E: -8387.6711 eV

```
21
Properties=species:S:1:pos:R:3:mulliken_charge:R:1
C -2.7360 0.6445 -0.2897 -1.129
C 1.7303 1.2506 0.5607 -1.415
C 1.7450 -0.8694 -0.8320 -1.113
C -1.2103 0.6203 -0.1308 0.013
C 1.4326 -0.2108 0.5023 0.318
N -1.0706 -1.5665 0.6828 -0.494
N -0.7107 -0.2914 0.9002 -0.280
H -3.1359 -0.3989 0.0444 0.289
H -3.3036 1.3541 0.1516 0.359
H -2.8284 0.8710 -1.3076 0.329
H 1.6903 1.7707 -0.4545 0.280
H 1.1815 1.6780 1.4333 0.342
H 2.8571 1.1892 0.7000 0.407
H 1.1245 -1.8179 -0.9017 0.266
H 2.7615 -1.3134 -0.6612 0.386
H 1.8314 -0.0256 -1.6212 0.253
H -0.8903 0.3182 -1.2021 0.121
H -0.7816 1.6917 -0.0484 0.220
H 1.8655 -0.7726 1.2862 0.419
H -0.7334 -1.9920 -0.2256 0.176
H -0.8188 -2.1296 1.4133 0.251
```


3.
# C11H13N2P

A 2-piece molecular cluster, C11H13N2P overall in a non-equilibrium geometry (ωB97M-V/def2-TZVPD, the Open Molecules 2025 dataset).

HOMO level (spin up / spin down): -15.95 / -15.95 eV
total charge: +2
gap between HOMO and LUMO (spin up / spin down): 5.61 / 5.10 eV
E: -23866.3924 eV

```
27
Properties=species:S:1:pos:R:3:mulliken_charge:R:1
C -4.2856 -0.1897 -1.7947 -0.203
C 3.8105 1.4577 -0.5507 -0.002
C -3.0749 -0.6171 -2.3080 -0.531
C -4.3258 0.2213 -0.4940 -0.652
C 3.9584 0.2186 0.0294 -0.543
C 2.5867 2.1426 -0.3761 -0.663
C -1.9167 -0.6825 -1.5012 -0.135
C -3.1336 0.1614 0.2438 0.130
C 2.9250 -0.3294 0.7871 0.106
C 1.6202 1.6326 0.4377 0.066
C 0.7488 -1.8645 2.3000 -0.986
N -1.9892 -0.2222 -0.2495 -0.145
N 1.8301 0.3963 1.0386 0.013
P 0.3545 -0.1499 1.9649 0.503
H -5.0641 -0.2318 -2.4291 0.535
H 4.5458 1.7251 -1.4351 0.353
H -2.8745 -0.9078 -3.4126 0.303
H -5.2236 0.6897 -0.0418 0.360
H 4.8648 -0.4807 -0.0710 0.340
H 2.3734 3.0373 -1.1286 0.320
H -0.9465 -1.0611 -1.6751 0.449
H -3.1350 0.4199 1.3985 0.260
H 3.0861 -1.1131 1.4454 0.472
H 0.6789 2.1158 0.7062 0.447
H 1.6093 -1.7157 3.1229 0.458
H 1.1776 -2.3885 1.4013 0.407
H -0.2005 -2.2643 2.5917 0.338
```


4.
# C29H50GdP2

C29H50GdP2 as an isolated structure in a non-equilibrium geometry (ωB97M-V/def2-TZVPD, the Open Molecules 2025 dataset).

spin multiplicity: 8
<S²>: 16.1008
HOMO level (spin up / spin down): -10.47 / -10.48 eV
total charge: +1
gap between HOMO and LUMO (spin up / spin down): 8.42 / 5.49 eV
E: -70280.4151 eV

```
82
Properties=species:S:1:pos:R:3:mulliken_spin:R:1
Gd 0.3200 0.4999 -0.4271 4.947
C 2.0233 1.3927 2.3089 0.191
C 2.2187 2.3510 1.2816 0.086
C -0.0435 2.2303 1.7221 0.241
C 0.6286 1.2925 2.5596 0.133
C 0.9446 2.8807 0.9093 0.193
C 3.0992 0.7296 3.0769 0.019
H 3.9090 0.3857 2.4217 0.003
H 2.7217 -0.1341 3.6327 0.000
H 3.5489 1.4168 3.8113 0.002
C -0.0410 0.4066 3.5325 0.016
H 0.6761 -0.1101 4.1782 0.002
H -0.6314 -0.3576 3.0082 0.009
H -0.7450 0.9685 4.1629 0.003
C -1.4996 2.5145 1.7720 -0.007
H -1.7893 2.8656 2.7756 0.017
H -2.0838 1.6024 1.5719 0.019
H -1.7943 3.2793 1.0437 0.003
C 0.7165 4.0076 -0.0323 0.017
H 0.9646 4.9744 0.4366 -0.004
H -0.3303 4.0613 -0.3590 -0.006
H 1.3393 3.9119 -0.9334 -0.002
C 3.5288 2.8319 0.7906 -0.019
H 3.9202 3.6487 1.4182 0.029
H 3.4604 3.2167 -0.2341 0.004
H 4.2799 2.0330 0.8027 0.006
C 1.1604 -1.8004 -1.1455 -0.001
C 2.0492 -0.7255 -0.5568 0.159
C 2.9138 0.0353 -1.5448 0.082
C 2.1442 0.6370 -2.7433 0.002
C 0.8496 1.3857 -2.3972 0.597
C -0.3651 0.8032 -3.0110 0.031
C -1.0873 -0.3291 -2.2908 0.077
C -0.2626 -1.6278 -1.9109 -0.001
H 3.6947 -0.6428 -1.9384 0.002
H 1.9458 -0.1636 -3.4771 0.014
H 3.4567 0.8265 -1.0040 -0.021
H -0.1022 -2.1354 -2.8793 0.001
H 1.7753 -2.1622 -1.9914 0.007
H 2.5616 -1.0602 0.3508 -0.010
H -0.9772 -2.2669 -1.3750 0.004
H -1.7122 0.0188 -1.4380 0.001
H -0.1652 0.4518 -4.0396 0.053
H -1.8520 -0.7021 -2.9813 -0.001
H 2.8097 1.3484 -3.2708 0.015
H 0.9464 2.4763 -2.5110 -0.072
P 2.5263 -3.8073 0.8322 0.000
C 2.0644 -5.5823 0.9806 0.000
C 2.0665 -3.2644 2.5395 0.000
P -1.6705 2.2274 -4.0110 0.001
C 1.0658 -3.0886 -0.1817 0.004
C -0.4288 3.2428 -4.9075 0.002
C -2.3020 1.2866 -5.4390 0.002
H 0.9727 -5.7500 0.9512 0.000
H 2.4865 -5.9579 1.9268 0.000
H 2.5421 -6.1124 0.1460 0.000
H 2.7734 -2.4778 2.8370 0.000
H 2.1775 -4.1050 3.2416 0.000
H 1.0447 -2.8608 2.6172 0.000
H -1.6708 0.4188 -5.6608 0.000
H -2.3525 1.9641 -6.3007 0.000
H -3.3148 0.9536 -5.1775 0.000
H 0.8306 -3.9336 -0.8453 0.000
H 0.2329 -2.9199 0.5244 -0.001
H -0.2733 4.1690 -4.3354 0.000
H -0.8443 3.4984 -5.8916 0.001
H 0.5298 2.7194 -5.0155 -0.004
C -4.0862 -2.6075 1.5385 0.000
C -3.6581 -1.1674 1.8031 0.003
C -4.6369 -0.2017 1.1249 0.000
C -3.6106 -0.9060 3.3075 0.000
C -2.3307 -0.9591 1.2566 -0.023
C -1.2418 -0.7392 0.7345 0.173
H -5.0894 -2.7782 1.9391 0.000
H -3.3910 -3.3053 2.0121 0.000
H -4.1001 -2.8169 0.4648 0.000
H -5.6504 -0.3502 1.5166 0.000
H -4.3460 0.8420 1.2960 0.000
H -4.6552 -0.3720 0.0413 0.000
H -2.9202 -1.6057 3.7907 0.000
H -3.2585 0.1102 3.5223 0.000
H -4.6065 -1.0296 3.7456 0.000
```